(1)
The following is a DFT calculation (the ωB97M-V functional and the def2-TZVPD basis) of C36H29ClFN3O8PSc as an isolated structure.

The geometry in XYZ format:
```
80
Properties=species:S:1:pos:R:3
Sc -1.5776 -0.0562 0.1676
O 1.8997 3.7569 3.5539
C 2.4478 2.5548 3.6037
O 3.5136 2.3498 4.1352
C 1.7003 1.4447 2.9570
C 2.1452 0.1389 2.9283
N 1.2552 -0.5639 2.2086
N 0.2620 0.1981 1.7595
C 0.5035 1.4167 2.2083
C -0.4895 2.4599 1.7899
O -0.3292 3.6313 2.1435
O -1.4253 2.0100 1.0547
H 1.0338 3.7617 3.0518
H 3.0257 -0.3019 3.3617
H 1.2552 -1.5387 1.9454
O -2.1953 1.6721 -1.3523
C -3.4977 1.4725 -1.8769
C -4.4739 1.1560 -0.7738
C -5.8280 1.4270 -0.8933
C -6.6686 1.1011 0.1565
C -6.1261 0.5297 1.2950
C -4.7623 0.2955 1.3336
N -3.9513 0.5948 0.3181
H -2.1998 2.3751 -0.6794
H -3.4200 0.6149 -2.5437
H -3.8275 2.3463 -2.4437
H -6.2076 1.8911 -1.7941
H -7.7304 1.3002 0.0910
H -6.7419 0.2689 2.1439
H -4.2881 -0.1588 2.1916
F -2.3345 -1.0256 -1.2761
O 0.1789 0.1867 -0.9625
P 1.4356 0.3886 -1.7465
C 2.8907 0.0218 -0.7504
C 3.2161 -1.3165 -0.5199
C 4.2644 -1.6364 0.3270
C 4.9858 -0.6246 0.9525
C 4.6587 0.7048 0.7344
C 3.6132 1.0299 -0.1203
C 1.4673 -0.7227 -3.1525
C 0.2703 -1.3466 -3.4977
C 0.2473 -2.2206 -4.5763
C 1.4056 -2.4698 -5.2977
C 2.6019 -1.8580 -4.9418
C 2.6361 -0.9882 -3.8647
C 1.5707 2.0957 -2.2873
C 2.2794 2.4786 -3.4221
C 2.3849 3.8220 -3.7483
C 1.7892 4.7821 -2.9410
C 1.0776 4.4032 -1.8111
C 0.9629 3.0608 -1.4860
H 2.6498 -2.1038 -1.0043
H 4.5230 -2.6738 0.4966
H 5.8034 -0.8753 1.6162
H 5.2068 1.4904 1.2375
H 3.3615 2.0697 -0.2902
H -0.6239 -1.1650 -2.9096
H -0.6774 -2.7140 -4.8447
H 1.3823 -3.1547 -6.1355
H 3.5071 -2.0692 -5.4958
H 3.5743 -0.5356 -3.5638
H 2.7382 1.7336 -4.0595
H 2.9305 4.1190 -4.6342
H 1.8767 5.8301 -3.1967
H 0.6106 5.1477 -1.1799
H 0.3918 2.7576 -0.6187
Cl -1.6029 -6.6115 5.7237
C -1.6000 -5.3099 4.5735
C -0.8713 -5.4439 3.4017
C -0.8659 -4.3988 2.4928
C -1.5862 -3.2385 2.7518
C -2.3163 -3.1258 3.9287
C -2.3250 -4.1611 4.8487
C -1.5503 -2.1083 1.7762
O -0.7459 -2.1351 0.8119
O -2.3144 -1.1107 1.9503
H -0.3201 -6.3542 3.2115
H -0.3088 -4.4724 1.5684
H -2.8694 -2.2160 4.1178
H -2.8822 -4.0844 5.7718
```

2S+1: 1
energy relative to the best compared isomer or geometry (same formula, charge and spin): 0.00 kJ/mol
total charge: 0
electronic energy: -3818.007244 a.u.
Kohn-Sham gap: 9.5 eV



(2)
The following is a DFT calculation (the ωB97M-V functional and the def2-TZVPD basis) of an isolated ion of composition C12H14NO2 and charge +1 in a non-equilibrium geometry.

The geometry in XYZ format:
```
29
Properties=species:S:1:pos:R:3
C -2.3288 -0.8490 0.2353
N -1.6291 0.5189 0.3358
C -1.9342 1.2357 1.5664
C -1.2297 0.4038 2.6653
C 0.1401 0.1502 1.8673
C -0.1905 0.1308 0.3962
C 0.5531 0.0918 -0.7230
C 0.2182 0.5626 -2.0601
C 1.0896 0.4580 -3.1118
C 2.4329 0.0882 -2.9397
C 2.8297 -0.3454 -1.7243
C 1.9414 -0.4276 -0.5666
O 2.7193 -0.4649 0.7081
C 2.0905 -1.5071 0.3424
O 1.7919 -2.5673 0.6548
H -3.4119 -0.6820 0.6549
H -2.3598 -1.1566 -0.7378
H -1.8046 -1.5014 0.8089
H -1.9840 0.9136 -0.5315
H -3.0286 1.4477 1.6521
H -1.6098 2.2563 1.5744
H -1.7144 -0.5476 2.8554
H -0.9900 0.8487 3.5960
H 0.9455 0.8506 1.9651
H 0.4635 -0.9006 2.0521
H -0.7647 0.9269 -2.3468
H 0.7182 0.7435 -4.0339
H 3.1588 0.0447 -3.6973
H 3.8874 -0.7226 -1.4578
```

2S+1: 1
energy relative to the best compared isomer or geometry (same formula, charge and spin): 181.89 kJ/mol
total charge: +1
electronic energy: -670.512437 a.u.
Kohn-Sham gap: 7.6 eV